Record 1
Below is a gas-phase ion, C4H13N2O (charge +1) in a non-equilibrium geometry, with properties calculated with ωB97M-V with the def2-TZVPD basis set.

The geometry in XYZ format:
```
20
C4H13N2O (ωB97M-V with the def2-TZVPD basis set)
N -1.80116 -0.91869 -1.29297
C -1.93291 0.00745 -0.13571
C -0.75122 -0.24240 0.77773
C 0.50821 0.44713 0.28995
N 0.80337 0.22146 -1.16979
C 1.69576 0.03930 1.13318
O 2.78275 0.84668 0.73315
H -2.11674 -1.83633 -1.06417
H -2.44629 -0.62580 -2.02415
H -2.90542 0.03347 0.35224
H -1.80304 1.00162 -0.59364
H -0.55084 -1.30069 0.80258
H -1.03811 0.08869 1.76847
H 0.41868 1.52046 0.39093
H -0.01717 -0.45031 -1.50641
H 1.74823 -0.11795 -1.26663
H 0.72063 1.05324 -1.73777
H 1.94732 -0.99115 0.87248
H 1.41620 0.17724 2.17486
H 3.32176 1.04659 1.49566
```

Charge: +1
E_HOMO in eV: -14.45
Energy in eV: -9380.205
Energy above the lowest of the compared OMol25 structures with the same formula, charge and spin in kJ/mol: 133.0

***

Record 2
Below is 2 unconnected molecules or ions with the total composition C4H13N2O in a non-equilibrium geometry, with properties calculated with ωB97M-V with the def2-TZVPD basis set.

The geometry in XYZ format:
```
20
C4H13N2O (ωB97M-V with the def2-TZVPD basis set)
C 1.50895 -3.09357 -2.23274
C -0.87767 2.79020 0.98506
C 0.79702 -2.36081 -1.18285
C -0.29028 1.40477 0.76298
N -0.11643 0.58242 1.86110
N -1.27327 0.54143 -0.18823
O 0.50621 -1.17152 -1.04676
H 1.15993 -2.83514 -3.29719
H 1.37319 -4.27935 -2.15350
H 2.51443 -2.79647 -2.14411
H -1.73855 2.85898 1.58229
H -1.02694 3.24101 0.10382
H -0.08109 3.29643 1.58142
H 0.45752 -3.03685 -0.38674
H 0.57019 -0.25902 1.87350
H -0.59244 1.02114 2.64749
H -0.69941 -0.22641 -0.53096
H -1.58188 1.00874 -1.10482
H -2.15339 0.21460 0.39971
H 0.63929 1.50658 0.14387
```

Charge: +1
E_HOMO in eV: -13.88
Energy in eV: -9379.102
Energy above the lowest of the compared OMol25 structures with the same formula, charge and spin in kJ/mol: 239.4

***

Record 3
Below is a gas-phase ion, C4H13N2O (charge +1) in a non-equilibrium geometry, with properties calculated with ωB97M-V with the def2-TZVPD basis set.

The geometry in XYZ format:
```
20
C4H13N2O (ωB97M-V with the def2-TZVPD basis set)
C -1.63549 0.72957 0.07898
N -0.64525 -0.35118 0.29301
C -1.09847 -1.67894 -0.31465
C 0.86574 0.08262 -0.08357
C 1.45117 1.05075 0.87223
N 0.98441 0.35006 -1.41265
O 1.52342 -1.34588 0.73304
H -2.38723 0.62977 0.87950
H -1.30428 1.70583 0.29034
H -2.09817 0.77146 -0.85914
H -0.53921 -0.67288 1.24577
H -1.43702 -1.32631 -1.31373
H -0.28614 -2.46824 -0.44702
H -2.03284 -1.90402 0.11461
H 1.10401 2.05485 0.61067
H 2.55040 1.16186 0.78981
H 1.16739 0.63807 1.89642
H 0.38941 0.18297 -2.15977
H 1.70880 0.98885 -1.66828
H 2.43569 -1.23109 0.59895
```

Charge: +1
E_HOMO in eV: -14.52
Energy in eV: -9378.043
Energy above the lowest of the compared OMol25 structures with the same formula, charge and spin in kJ/mol: 341.6

***

Record 4
Below is 2 unconnected molecules or ions with the total composition C4H13N2O2 in a non-equilibrium geometry, with properties calculated with ωB97M-V with the def2-TZVPD basis set.

The geometry in XYZ format:
```
21
C4H13N2O2 (ωB97M-V with the def2-TZVPD basis set)
C 1.41292 -0.05692 0.64140
C 0.49154 1.09743 0.19713
C 0.78670 1.59984 -1.30358
O 0.89051 0.57537 -2.15552
N 0.66898 -1.26695 1.16228
C -0.59876 -1.02691 1.80927
N -1.78404 -1.06734 0.87232
H 2.13151 -0.25969 -0.14074
H 1.96082 0.42403 1.56193
H -0.54077 0.81771 0.11631
H 0.78053 1.91357 0.83469
H -0.00868 2.19274 -1.48004
H 1.77141 2.18294 -1.16361
H 0.75108 -2.18070 0.80032
H -0.81424 -1.73143 2.56820
H -0.49357 -0.17426 2.52729
H -1.69614 -1.05350 -0.26962
H -2.59078 -0.50872 1.07017
H -0.39582 0.11661 -2.63613
H -1.29713 -1.24097 -2.71203
O -1.42608 -0.35284 -2.30003
```

Charge: -1
E_HOMO in eV: -3.23
Energy in eV: -11432.077
Energy above the lowest of the compared OMol25 structures with the same formula, charge and spin in kJ/mol: 256.6

***

Record 5
Below is 2 unconnected molecules or ions with the total composition C4H13N2O2 in a non-equilibrium geometry, with properties calculated with ωB97M-V with the def2-TZVPD basis set.

The geometry in XYZ format:
```
21
C4H13N2O2 (ωB97M-V with the def2-TZVPD basis set)
C -0.76202 0.13114 1.70576
N -0.17462 -0.15453 3.04270
C 0.27942 0.43579 0.64494
C 0.98826 -0.84436 0.17414
N -0.34612 1.25426 -0.42214
C 0.46183 1.31229 -1.68047
O 0.42894 0.19882 -2.45735
H -1.43533 0.99398 1.81429
H -1.38325 -0.68866 1.36400
H -0.25558 -1.14276 3.25549
H 0.80766 0.08968 3.05541
H 1.05430 1.11576 1.02954
H 1.69866 -0.58295 -0.60422
H 0.33366 -1.58202 -0.25279
H 1.58114 -1.21910 1.01525
H -1.20336 0.79567 -0.70804
H 0.09493 2.19659 -2.23389
H 1.48813 1.55590 -1.29418
H -1.32254 -1.61033 -3.15415
H -0.80930 -0.77070 -2.07420
O -1.52481 -1.48450 -2.22007
```

Charge: -1
E_HOMO in eV: -3.32
Energy in eV: -11434.297
Energy above the lowest of the compared OMol25 structures with the same formula, charge and spin in kJ/mol: 42.4

***

Record 6
Below is 2 unconnected molecules or ions with the total composition C4H13N2O2, with properties calculated with ωB97M-V with the def2-TZVPD basis set.

The geometry in XYZ format:
```
21
C4H13N2O2 (ωB97M-V with the def2-TZVPD basis set)
C 0.65378 -0.19194 -1.20094
N -0.70551 0.06792 -1.68422
C -1.76341 -0.19860 -0.66089
O -1.52567 -1.26078 0.14718
C 1.14050 0.77899 -0.13006
C 2.65619 0.66269 0.01202
N 0.50397 0.53939 1.18426
H 1.32505 -0.11309 -2.06781
H 0.73186 -1.20257 -0.77964
H -0.86320 -0.60321 -2.42777
H -2.68407 -0.31149 -1.26633
H -1.86497 0.74411 -0.08588
H 0.91709 1.79908 -0.45912
H 2.95719 -0.35596 0.28701
H 3.16098 0.92762 -0.92049
H 3.02055 1.34008 0.78782
H -0.18167 1.26750 1.34544
H -0.06787 -0.30825 1.09005
H -2.15987 -1.07638 2.99162
H -2.38022 -1.24070 1.46829
O -2.87069 -1.26438 2.36944
```

Charge: -1
E_HOMO in eV: -3.79
Energy in eV: -11434.737
Energy above the lowest of the compared OMol25 structures with the same formula, charge and spin in kJ/mol: 0.0

***

Record 7
Below is 2 unconnected molecules or ions with the total composition C4H13N2O2 in a non-equilibrium geometry, with properties calculated with ωB97M-V with the def2-TZVPD basis set.

The geometry in XYZ format:
```
21
C4H13N2O2 (ωB97M-V with the def2-TZVPD basis set)
C -1.59984 -0.67708 1.43163
C 0.88410 0.32616 -2.13745
C -0.70565 -0.61284 0.15276
C 0.70803 0.01572 0.33243
N 1.64409 -0.66805 1.07967
N 0.60766 1.46185 0.56391
O 0.42445 1.59370 -1.96826
O -1.52528 0.01612 -0.83787
H -1.12571 -1.24252 2.21295
H -2.55179 -1.08591 1.11192
H -1.69358 0.35850 1.70229
H 0.16016 -0.43164 -2.37422
H 1.77407 0.21073 -2.60232
H -0.38546 -1.69545 -0.07133
H 1.54274 -1.72304 1.01992
H 2.55853 -0.42261 1.11445
H 1.51179 1.84117 0.57638
H 0.02425 1.83925 1.34064
H 0.31690 1.94090 -0.45892
H -0.56599 1.36999 -1.86917
H -2.42418 -0.22693 -0.53598
```

Charge: +1
E_HOMO (spin up / spin down) in eV: -11.61 / -11.61
Energy in eV: -11423.624
Energy above the lowest of the compared OMol25 structures with the same formula, charge and spin in kJ/mol: 564.4

***

Record 8
Below is 3 unconnected molecules or ions with the total composition C4H13N2O4 in a non-equilibrium geometry, with properties calculated with ωB97M-V with the def2-TZVPD basis set.

The geometry in XYZ format:
```
23
C4H13N2O4 (ωB97M-V with the def2-TZVPD basis set)
O -0.88065 -2.20831 0.88779
C -0.48217 -1.30934 0.15674
N -1.06691 -1.04615 -1.04054
C 0.76248 -0.45424 0.43435
C 1.92182 -1.22817 -0.21033
N 0.60838 0.88862 -0.03206
C 1.61459 1.71434 -0.92972
O 2.26219 2.63983 -0.28527
H -2.00996 -1.37082 -1.17323
H -0.74907 -0.23553 -1.55753
H 0.92789 -0.51348 1.51444
H 1.76620 -2.29829 -0.04365
H 1.91759 -1.09250 -1.28480
H 2.89056 -0.99641 0.21801
H 0.09526 1.48688 0.59419
H 2.21676 0.90727 -1.41390
H 0.89690 2.08654 -1.71652
H -1.58927 2.53199 -0.41382
H -2.09035 1.16369 -0.69904
O -2.34338 2.08703 -0.81964
H -2.45035 -0.46531 2.02500
H -1.85985 -1.55712 2.84495
O -2.35865 -0.73055 2.94460
```

Charge: -1
E_HOMO in eV: -3.11
Energy in eV: -15529.606
Energy above the lowest of the compared OMol25 structures with the same formula, charge and spin in kJ/mol: 235.1

***

Which formula does entry 1 have?
C4H13N2O